{"formula": "C24H30Br2N3O2PdSi2", "method": "the ωB97M-V functional and the def2-TZVPD basis", "total_charge": 1, "e_above_lowest_kcal_mol": 27.7, "homo_lumo_gap_ev": [6.456, 6.454], "e_tot_ha": -7102.05261, "spin_multiplicity": 1, "elements": ["Pd", "C", "Si", "C", "C", "N", "C", "C", "C", "C", "C", "C", "N", "Si", "C", "C", "C", "H", "H", "H", "H", "H", "H", "H", "H", "H", "H", "H", "H", "H", "H", "H", "H", "H", "H", "H", "H", "H", "H", "Br", "C", "C", "C", "C", "N", "C", "H", "H", "H", "H", "Br", "C", "C", "C", "C", "C", "C", "C", "O", "O", "H", "H", "H", "H"], "xyz": [[0.224, 0.323, -0.106], [-3.182, -1.672, -2.568], [-2.222, -0.080, -2.378], [-0.571, -0.217, -3.217], [-3.185, 1.365, -3.032], [-1.834, 0.200, -0.636], [-2.662, 0.376, 0.327], [-4.103, 0.218, 0.182], [-4.919, 0.407, 1.225], [-4.418, 0.772, 2.548], [-3.117, 0.950, 2.771], [-2.145, 0.773, 1.691], [-0.899, 0.937, 1.789], [0.064, 1.510, 3.197], [-0.024, 0.216, 4.537], [1.779, 1.748, 2.523], [-0.558, 3.153, 3.815], [-3.267, -1.917, -3.630], [-4.195, -1.582, -2.172], [-2.711, -2.516, -2.061], [-0.687, -0.620, -4.227], [0.117, -0.870, -2.678], [-0.105, 0.767, -3.302], [-3.385, 1.217, -4.096], [-2.621, 2.293, -2.918], [-4.145, 1.488, -2.526], [-4.504, -0.055, -0.782], [-5.985, 0.283, 1.089], [-5.122, 0.899, 3.360], [-2.761, 1.222, 3.754], [0.166, -0.796, 4.172], [-1.012, 0.213, 5.003], [0.708, 0.437, 5.317], [2.278, 0.814, 2.258], [2.411, 2.252, 3.261], [1.744, 2.389, 1.640], [-1.602, 3.124, 4.133], [-0.461, 3.925, 3.049], [0.043, 3.454, 4.677], [2.048, -3.803, 3.569], [1.113, -3.466, 1.974], [0.623, -4.498, 1.194], [-0.071, -4.173, 0.039], [-0.255, -2.842, -0.283], [0.225, -1.858, 0.476], [0.907, -2.158, 1.579], [0.787, -5.529, 1.478], [-0.464, -4.947, -0.606], [-0.798, -2.551, -1.171], [1.310, -1.337, 2.159], [7.696, 0.354, -1.503], [6.005, 0.565, -2.323], [5.926, 0.713, -3.699], [4.684, 0.876, -4.297], [3.534, 0.900, -3.526], [3.632, 0.731, -2.151], [4.868, 0.556, -1.538], [2.408, 0.669, -1.324], [1.442, 1.453, -1.521], [2.303, -0.204, -0.400], [6.828, 0.699, -4.295], [4.623, 0.988, -5.371], [2.562, 1.044, -3.979], [4.933, 0.416, -0.468]], "forces_ev_per_angstrom": [[1.005, -2.300, -1.500], [-0.095, 0.060, 0.211], [0.154, -0.251, -0.543], [-0.047, 0.039, -0.121], [-0.047, 0.089, 0.224], [0.884, 0.841, 0.674], [-0.486, -0.187, -0.133], [0.047, 0.000, -0.038], [-0.044, 0.029, 0.162], [-0.248, -0.033, -0.047], [0.023, -0.020, -0.090], [-0.355, -0.028, -0.033], [0.639, 0.402, 0.833], [0.175, 0.111, 0.116], [-0.127, -0.071, -0.048], [0.075, -0.050, 0.117], [-0.182, -0.039, -0.102], [0.040, 0.020, 0.024], [0.006, -0.095, -0.080], [-0.037, 0.002, -0.067], [-0.072, 0.010, 0.044], [0.051, -0.034, -0.024], [0.041, -0.056, 0.047], [0.027, -0.006, 0.018], [-0.019, -0.016, -0.032], [0.019, 0.030, -0.066], [-0.008, 0.015, 0.002], [0.003, 0.019, 0.061], [-0.063, -0.016, -0.077], [0.089, -0.013, -0.003], [0.039, 0.034, 0.021], [0.049, -0.023, 0.034], [-0.005, -0.008, -0.027], [-0.004, 0.020, -0.087], [-0.060, -0.027, 0.013], [0.032, -0.021, -0.070], [0.034, 0.049, 0.026], [0.011, -0.007, 0.031], [0.001, 0.004, -0.036], [0.006, 0.000, -0.017], [0.040, -0.029, 0.051], [-0.016, -0.039, -0.051], [0.031, -0.063, 0.023], [-0.026, 0.023, 0.035], [-0.360, 0.452, 0.039], [0.007, 0.062, 0.009], [-0.015, 0.014, 0.007], [-0.004, 0.016, -0.002], [0.044, 0.008, -0.003], [-0.017, 0.008, -0.042], [-0.026, 0.005, -0.015], [0.098, -0.017, 0.035], [-0.049, 0.006, -0.040], [0.086, 0.028, -0.018], [-0.083, 0.103, -0.025], [0.080, -0.136, 0.117], [-0.061, -0.071, -0.017], [-0.040, 0.235, 0.072], [-0.440, 0.192, -0.328], [-0.797, 0.736, 0.715], [-0.016, 0.009, 0.007], [-0.016, 0.008, 0.018], [0.028, -0.014, 0.001], [0.001, -0.010, -0.005]]}